Formula: C34H38N3O9P2ReSSb
Source: the OMol25 dataset
Level of theory: the ωB97M-V functional and the def2-TZVPD basis

Geometry as ORCA input:
```
! RIJCOSX wB97M-V def2-TZVPD def2/J DEFGRID3
* xyz 3 1
Re 1.8080 0.0137 0.9263
C 4.5196 -0.8230 -3.2181
C 4.4314 -0.3718 -1.7690
O 5.6201 0.2569 -1.2859
P 4.1915 -1.7680 -0.5971
O 5.5858 -2.3972 -0.3186
O 3.3942 -2.9161 -1.3044
O 3.4548 -1.3247 0.6503
P 3.1014 0.8633 -1.5108
O 3.3888 1.2247 0.1001
O 3.1409 2.0375 -2.3633
O 1.7865 0.0903 -1.2085
H 5.3115 -1.5627 -3.3484
H 4.7392 0.0437 -3.8443
H 3.5768 -1.2531 -3.5563
H 6.1796 0.5179 -2.0308
H 6.3042 -1.8146 -0.0252
H 3.9077 -3.6351 -1.7050
H 3.9823 1.9453 0.3534
N 2.6488 0.1374 2.9388
H 3.0497 1.0474 3.1551
H 3.4062 -0.5425 3.0225
H 2.0114 -0.0626 3.7050
O -2.1239 -1.3355 6.7889
C -1.5860 -2.6132 6.5557
N -1.0758 -2.5281 5.1962
C -0.3805 -3.5449 4.6453
O -0.0880 -4.5741 5.2106
C 0.0810 -3.3192 3.2248
C 0.1147 -4.3854 2.3364
C 0.5239 -4.1515 1.0332
C 0.9399 -2.8842 0.6732
N 0.9786 -1.8678 1.5491
C 0.5277 -2.0862 2.7952
H -2.5872 -1.3328 7.6333
H -2.3437 -3.3984 6.6327
H -0.7573 -2.8542 7.2244
H -1.5254 -1.8353 4.6150
H -0.1883 -5.3685 2.6754
H 0.5292 -4.9420 0.2960
H 1.2607 -2.6656 -0.3330
H 0.4922 -1.2440 3.4705
S 0.5766 2.0514 0.6327
Sb -0.5498 1.8511 -1.6699
C 0.2735 1.8855 -3.5886
C 0.9808 2.9916 -4.0480
C 1.3127 3.0474 -5.3916
C 0.9449 2.0152 -6.2469
C 0.2371 0.9209 -5.7728
C -0.1107 0.8442 -4.4292
C -1.7338 0.1522 -1.4499
C -1.2025 -1.1162 -1.6842
C -2.0519 -2.2125 -1.6763
C -3.4108 -2.0397 -1.4382
C -3.9294 -0.7748 -1.2033
C -3.0930 0.3334 -1.2082
C -1.7187 3.5555 -1.4814
C -1.8689 4.4116 -2.5697
C -2.7091 5.5100 -2.4479
C -3.3855 5.7431 -1.2599
C -3.2375 4.8817 -0.1793
C -2.4003 3.7834 -0.2833
H 1.2774 3.7911 -3.3830
H 1.8555 3.9025 -5.7710
H 1.2049 2.0716 -7.2956
H -0.0616 0.1291 -6.4466
H -0.6888 0.0012 -4.0734
H -0.1477 -1.2410 -1.8968
H -1.6613 -3.2013 -1.8807
H -4.0724 -2.8960 -1.4538
H -4.9899 -0.6458 -1.0328
H -3.5065 1.3216 -1.0467
H -1.3554 4.2289 -3.5052
H -2.8351 6.1826 -3.2853
H -4.0364 6.6028 -1.1738
H -3.7753 5.0688 0.7403
H -2.2945 3.1095 0.5597
C 0.0253 0.5083 1.3029
C -1.2987 0.2784 1.8528
C -1.9066 1.3033 2.5918
C -3.1244 1.0871 3.2121
C -3.7659 -0.1375 3.0716
C -3.1898 -1.1459 2.3062
C -1.9587 -0.9488 1.7057
H -1.4078 2.2584 2.7069
H -3.5745 1.8728 3.8035
H -4.7222 -0.3022 3.5502
H -3.7074 -2.0866 2.1704
H -1.5385 -1.7231 1.0783
*
```

Summary:
Kohn-Sham gap: 7.241 eV
lowest unoccupied orbital energy: -8.925 eV
highest occupied orbital energy: -16.2 eV

Formula: C34H39AsBrGeINPPt
Source: the OMol25 dataset
Level of theory: the ωB97M-V functional and the def2-TZVPD basis

Geometry as ORCA input:
```
! RIJCOSX wB97M-V def2-TZVPD def2/J DEFGRID3
* xyz 1 2
Pt 1.0596 1.0412 -0.1343
C 4.4257 1.1188 -2.0594
P 3.4279 0.6139 -0.6103
C 4.4231 1.4680 0.6714
C 3.8116 -1.1156 -0.2217
C 4.4869 -1.9738 -1.0796
C 4.6985 -3.2910 -0.7060
C 4.2187 -3.7661 0.5022
C 3.5516 -2.9096 1.3633
C 3.3584 -1.5907 1.0073
H 4.2321 0.5195 -2.9439
H 5.4776 1.0614 -1.7728
H 4.1866 2.1577 -2.2930
H 5.3735 0.9387 0.7734
H 3.9089 1.4814 1.6299
H 4.6090 2.4923 0.3499
H 4.8573 -1.6160 -2.0284
H 5.2572 -3.9468 -1.3549
H 4.3588 -4.8013 0.7737
H 3.1902 -3.2868 2.3071
H 2.8365 -0.9172 1.6827
C -3.2080 -0.5323 -4.7918
C -1.8951 -0.0990 -4.7202
C -1.3833 0.3500 -3.5142
C -2.1681 0.3702 -2.3730
C -3.5058 0.0037 -2.4705
C -4.0187 -0.4575 -3.6699
Ge -1.4880 0.9012 -0.5720
C -2.4106 2.6748 -0.3272
C -3.3019 2.9629 0.6980
C -4.0212 4.1458 0.6850
C -3.8501 5.0555 -0.3440
C -2.9649 4.7735 -1.3727
C -2.2374 3.5984 -1.3504
C -2.4153 -0.4089 0.6433
C -2.8635 -1.6194 0.1237
C -3.6002 -2.4995 0.8952
C -3.8894 -2.1925 2.2147
C -3.4301 -1.0070 2.7578
C -2.6868 -0.1355 1.9803
H -3.6030 -0.9136 -5.7219
H -1.2658 -0.1125 -5.5983
H -0.3632 0.7053 -3.4656
H -4.1493 0.0856 -1.6034
H -5.0538 -0.7662 -3.7260
H -3.4721 2.2594 1.4987
H -4.7241 4.3530 1.4811
H -4.4040 5.9833 -0.3442
H -2.8412 5.4668 -2.1921
H -1.5339 3.3870 -2.1462
H -2.6627 -1.8637 -0.9111
H -3.9672 -3.4225 0.4690
H -4.4697 -2.8758 2.8143
H -3.6622 -0.7586 3.7819
H -2.3336 0.7843 2.4256
C 0.2131 -0.3258 3.5669
As 0.9460 1.1194 2.4603
C 2.4168 1.5947 3.6742
C -0.2218 2.6322 2.8386
H 0.0740 0.0797 4.5704
H 0.9227 -1.1535 3.6169
H -0.7414 -0.7046 3.2081
H 1.9801 1.7107 4.6673
H 2.8851 2.5381 3.3895
H 3.1710 0.8066 3.7182
H -0.6563 2.5337 3.8342
H -1.0177 2.7309 2.0988
H 0.3696 3.5480 2.7985
I 1.5500 3.6802 -0.3443
Br 1.8468 -0.9336 -3.1931
C 1.0894 -2.0308 -1.8621
C 0.9039 -3.3739 -2.1448
C 0.3607 -4.1712 -1.1534
C 0.0339 -3.5902 0.0652
C 0.2502 -2.2336 0.2315
N 0.7739 -1.4621 -0.7126
H 1.1751 -3.7543 -3.1174
H 0.1944 -5.2218 -1.3333
H -0.4041 -4.1701 0.8622
H -0.0220 -1.7204 1.1459
*
```

Summary:
Kohn-Sham gap (alpha / beta): 6.152 / 5.579 eV
lowest unoccupied orbital energy (alpha / beta): -4.199 / -4.849 eV
highest occupied orbital energy (alpha / beta): -10.4 / -10.4 eV

Formula: C34H39CrN2O4
Source: the OMol25 dataset
Level of theory: the ωB97M-V functional and the def2-TZVPD basis

Geometry as ORCA input:
```
! RIJCOSX wB97M-V def2-TZVPD def2/J DEFGRID3
* xyz -1 5
O 0.0927 -0.4436 -7.4061
C -0.0815 0.8541 -8.0596
C -0.3208 0.2583 -9.4439
H 0.8290 1.4603 -7.9934
H -0.9462 1.3958 -7.6597
C -0.1028 -1.0867 -8.6973
H 0.4492 0.4905 -10.1777
H -1.3304 0.3929 -9.8292
C 1.1252 -1.8302 -9.1795
H 2.0000 -1.1739 -9.2211
H 0.9354 -2.2141 -10.1900
H 1.3456 -2.6805 -8.5245
C -1.3176 -1.9886 -8.7052
H -2.2154 -1.4453 -8.3951
H -1.1635 -2.8403 -8.0327
H -1.4771 -2.3733 -9.7198
Cr -0.4713 -0.9309 1.0103
C -2.4412 -1.2420 1.7936
C -2.2873 0.1932 1.9516
C -2.2315 0.7808 0.6468
H -2.3763 0.7335 2.8899
C -2.5398 -0.2344 -0.3087
C -2.6089 -1.4841 0.3723
H -2.9036 -2.4192 -0.1017
H -2.5224 -1.9712 2.5984
H -2.1121 1.8357 0.4049
H -2.8885 -0.0487 -1.3197
C 0.7417 -2.4016 2.0541
C -0.1211 -3.0875 1.1219
C 0.3626 -2.8018 -0.1940
H -0.9165 -3.7893 1.3841
C 1.4837 -1.9343 -0.0921
C 1.7137 -1.6619 1.2840
H 2.5493 -1.0736 1.6642
H 0.7373 -2.5440 3.1316
H 0.0374 -3.2862 -1.1137
H 2.1356 -1.6275 -0.9069
O -0.1193 -0.1872 -1.6464
C -0.4779 -1.0418 -2.7469
C -0.7628 -0.1351 -3.9301
H -1.3355 -1.6624 -2.4508
H 0.3755 -1.7066 -2.9489
C 0.1340 1.0733 -3.6341
H -1.8172 0.1687 -3.8917
H -0.5614 -0.6050 -4.8936
C 0.0745 1.1581 -2.1149
H -0.1906 1.9894 -4.1256
H 1.1588 0.8418 -3.9479
H -0.7928 1.7587 -1.7947
H 0.9738 1.5567 -1.6322
O 1.1837 2.2234 1.0937
C 0.9229 1.7128 2.1735
N 1.1377 2.2804 3.4364
C 0.8105 1.3788 4.5114
C 0.2413 0.1976 3.7359
O -0.2728 -0.8020 4.2639
N 0.3456 0.4494 2.4084
C 2.0176 0.9448 5.3362
C 2.5254 -0.3512 5.2568
C 3.5046 -0.7724 6.1639
C 4.0126 0.1290 7.1024
C 3.5463 1.4460 7.1328
C 2.5511 1.8702 6.2481
C -0.3563 1.8310 5.3502
C -0.5892 1.1771 6.5655
C -1.7627 1.4306 7.2705
C -2.7043 2.3269 6.7487
C -2.4706 2.9633 5.5270
C -1.2904 2.7246 4.8163
H 1.6856 3.1293 3.5340
H 2.1231 -1.0724 4.5395
H 3.8470 -1.8091 6.1188
H 4.7780 -0.2047 7.8119
H 3.9444 2.1607 7.8624
H 2.1548 2.8878 6.2847
H 0.1514 0.4597 6.9317
H -1.9253 0.9108 8.2184
H -3.6289 2.5113 7.3050
H -3.2157 3.6510 5.1084
H -1.0887 3.2261 3.8652
*
```

Summary:
Kohn-Sham gap (alpha / beta): 4.157 / 6.172 eV
lowest unoccupied orbital energy (alpha / beta): 2.092 / 2.092 eV
highest occupied orbital energy (alpha / beta): -2.1 / -4.1 eV
energy above the lowest of the compared OMol25 structures with the same formula, charge and spin: 0.0 kJ/mol